DFT (ωB97M-V/def2-TZVPD) results for a molecular structure, C26H24DyF5NOP2S at a distorted geometry.

```
61
Properties=species:S:1:pos:R:3
C -1.689 3.468 -2.698
C -1.479 2.171 -2.229
C -0.142 1.697 -2.116
C 0.913 2.475 -2.703
C 0.638 3.741 -3.270
C -0.639 4.260 -3.194
C 2.155 1.852 -2.864
C 2.277 0.468 -2.740
C 1.196 -0.249 -2.144
C 1.259 -1.662 -2.085
C 2.447 -2.311 -2.384
C 3.533 -1.609 -2.910
C 3.441 -0.244 -3.125
H -2.730 3.808 -2.732
H 1.468 4.285 -3.719
H -0.866 5.266 -3.549
H 2.980 2.404 -3.310
H 2.447 -3.396 -2.290
H 4.421 -2.157 -3.190
H 4.243 0.329 -3.601
N 0.187 0.483 -1.525
Dy -0.018 0.339 0.888
C -2.655 1.320 -1.806
H -2.619 0.326 -2.272
H -3.586 1.826 -2.096
C 0.049 -2.458 -1.659
H -0.869 -2.155 -2.180
H 0.210 -3.525 -1.824
P -2.678 1.104 0.055
P -0.280 -2.349 0.140
C 1.017 -3.408 0.849
H 0.965 -3.348 1.941
H 0.813 -4.431 0.514
H 2.004 -3.069 0.520
C -1.781 -3.361 0.317
H -1.592 -4.296 -0.221
H -1.973 -3.543 1.380
H -2.622 -2.809 -0.119
C -3.043 2.853 0.512
H -4.062 3.138 0.207
H -2.948 2.904 1.604
H -2.323 3.544 0.057
C -4.290 0.302 0.310
H -4.370 0.107 1.387
H -5.118 0.945 -0.019
H -4.326 -0.648 -0.239
C 2.438 0.310 0.142
O 2.304 -0.146 1.295
H 3.275 0.522 -0.611
F 2.733 0.390 6.960
C 1.869 -0.003 6.000
C 1.343 0.945 5.118
F 1.650 2.254 5.267
C 0.505 0.512 4.105
F 0.273 1.342 2.987
C 0.068 -0.813 4.002
S -1.091 -1.251 2.756
C 0.622 -1.756 4.896
F 0.384 -3.079 4.685
C 1.536 -1.352 5.864
F 2.125 -2.261 6.666
```

E	-3600.18286	hartree
spin multiplicity	6
charge	+1
energy relative to the best compared isomer or geometry (same formula, charge and spin)	147.47	kJ/mol

---

DFT (ωB97M-V/def2-TZVPD) results for 2 unconnected molecules or ions with the total composition C5H12 at a distorted geometry.

```
17
Properties=species:S:1:pos:R:3
C 1.172 -1.682 -1.074
C 0.896 -0.843 -2.102
C 0.528 0.576 -1.823
H 1.719 -2.661 -1.265
H 1.085 -1.447 -0.082
H 1.167 -1.134 -3.077
H -0.448 0.721 -2.190
H 0.314 0.674 -0.762
H 1.212 1.333 -2.067
C -0.895 -0.075 2.184
C -0.964 1.165 1.426
H -1.246 -0.137 3.195
H 0.173 -0.546 2.296
H -1.589 -0.787 1.780
H -0.875 2.051 2.097
H -0.318 1.383 0.548
H -1.930 1.406 0.915
```

E	-197.62319	hartree
energy relative to the best compared isomer or geometry (same formula, charge and spin)	225.66	kJ/mol
SMILES	C=CC.CC

---

DFT (ωB97M-V/def2-TZVPD) results for a molecular structure, C8H24BaN3O13 at a distorted geometry.

```
49
Properties=species:S:1:pos:R:3
Ba -0.035 0.365 0.757
N 2.627 -2.382 1.479
O 2.951 -2.439 2.646
O 2.845 -3.314 0.671
O 1.969 -1.368 1.039
N -1.495 -2.526 2.992
O -1.153 -1.412 2.457
O -2.723 -2.778 3.052
O -0.656 -3.275 3.484
N 0.985 1.318 4.485
O 0.948 1.138 3.210
O 0.690 0.409 5.254
O 1.362 2.442 4.894
C 0.574 2.951 -3.252
C -0.262 2.010 -2.408
O 0.487 0.893 -1.940
H 1.460 3.295 -2.715
H -0.016 3.818 -3.556
H 0.942 2.470 -4.164
H -1.104 1.669 -3.022
H -0.621 2.559 -1.537
H 0.720 0.364 -2.710
C -3.985 1.426 -1.062
C -3.381 0.032 -1.118
O -2.641 -0.261 0.083
H -4.815 1.551 -1.761
H -3.256 2.207 -1.274
H -4.406 1.581 -0.064
H -2.658 -0.020 -1.934
H -4.153 -0.726 -1.251
H -3.279 -0.580 0.736
C -1.451 -3.871 -1.480
C -0.916 -2.998 -0.353
O -0.211 -1.858 -0.872
H -2.154 -3.324 -2.116
H -1.921 -4.775 -1.098
H -0.620 -4.167 -2.132
H -0.209 -3.572 0.252
H -1.710 -2.641 0.294
H 0.573 -2.178 -1.332
C 4.091 1.388 0.807
C 3.189 2.394 0.141
O 1.866 2.355 0.705
H 5.125 1.528 0.472
H 3.810 0.369 0.539
H 4.044 1.482 1.891
H 3.113 2.169 -0.926
H 3.591 3.409 0.216
H 1.866 2.874 1.521
```

E	-1486.90956	hartree
charge	-1
energy relative to the best compared isomer or geometry (same formula, charge and spin)	54.87	kJ/mol

---

DFT (ωB97M-V/def2-TZVPD) results for 3 unconnected molecules or ions with the total composition C12H18O9 at a distorted geometry.

```
39
Properties=species:S:1:pos:R:3
C 1.582 20.622 -16.512
C 1.877 19.583 -15.381
C 2.603 18.318 -15.861
O 3.503 18.070 -14.785
C 3.606 19.208 -14.024
O 4.462 19.409 -13.137
O 2.703 20.158 -14.499
H 0.841 21.413 -16.397
H 1.197 20.013 -17.329
H 2.457 21.175 -16.852
H 0.937 19.271 -14.926
H 3.158 18.672 -16.730
H 1.818 17.571 -15.974
C 5.552 21.222 -12.287
C 5.329 21.699 -13.777
C 4.006 22.440 -13.965
O 4.404 23.698 -14.328
C 5.676 23.747 -14.527
O 6.246 24.741 -14.881
O 6.275 22.708 -14.091
H 4.668 20.660 -11.985
H 5.574 22.037 -11.564
H 6.425 20.572 -12.223
H 5.455 20.796 -14.373
H 3.424 22.628 -13.062
H 3.381 21.966 -14.722
C -0.452 17.019 -17.803
C -0.453 18.559 -17.828
C -1.667 19.193 -18.468
O -2.014 20.275 -17.531
C -1.276 20.062 -16.376
O -1.203 20.842 -15.352
O -0.512 18.884 -16.442
H -0.570 16.528 -18.769
H -1.215 16.533 -17.194
H 0.555 16.791 -17.453
H 0.485 18.940 -18.233
H -2.404 18.408 -18.641
H -1.343 19.766 -19.337
```

E	-1145.12367	hartree
energy relative to the best compared isomer or geometry (same formula, charge and spin)	394.36	kJ/mol
SMILES	C[C@H]1COC(=O)O1.C[C@H]1COC(=O)O1.C[C@H]1COC(=O)O1